[1]
{
  "formula": "C29H45BClO11P",
  "method": "ωB97M-V/def2-TZVPD",
  "e_lumo_ev": -1.047,
  "homo_lumo_gap_ev": 7.78,
  "spin_multiplicity": 1,
  "energy_ha": -2786.0382,
  "e_homo_ev": -8.8,
  "charge": 0,
  "symbols": ["O", "P", "C", "C", "C", "C", "C", "Cl", "C", "C", "B", "O", "O", "C", "C", "C", "O", "C", "C", "C", "C", "C", "C", "C", "O", "H", "H", "H", "H", "H", "H", "H", "H", "H", "H", "H", "H", "H", "H", "H", "C", "O", "C", "C", "O", "C", "H", "H", "H", "H", "H", "H", "H", "H", "H", "H", "C", "O", "C", "C", "O", "C", "H", "H", "H", "H", "H", "H", "H", "H", "H", "H", "C", "O", "C", "C", "O", "C", "H", "H", "H", "H", "H", "H", "H", "H", "H", "H"],
  "positions_angstrom": [[2.0110, 4.0856, 3.9919], [1.2528, 4.9791, 3.0812], [0.7313, 4.1191, 1.5327], [1.6165, 3.2729, 0.8877], [3.0349, 3.0258, 1.3341], [4.0816, 3.4255, 0.2435], [5.2071, 4.3129, 0.7764], [5.9262, 3.7494, 2.3104], [1.1523, 2.6238, -0.2377], [-0.1174, 2.7820, -0.7346], [-0.4570, 1.9456, -2.0405], [-0.1871, 0.5770, -2.0743], [-0.9569, 2.4892, -3.1814], [-0.9990, 3.6599, -0.1083], [-0.5410, 4.3207, 1.0303], [-1.5087, 5.2690, 1.6796], [-1.1758, 6.3231, 2.1955], [-2.9655, 4.8916, 1.6394], [-3.7715, 5.2543, 2.6883], [-5.1094, 4.9229, 2.6028], [-5.5705, 4.2751, 1.4808], [-4.7528, 3.9090, 0.4427], [-3.4177, 4.2275, 0.5235], [-2.4195, 3.9031, -0.5628], [-2.8042, 3.8884, -1.7160], [0.0988, 5.3889, 3.7759], [1.9774, 6.1343, 2.7079], [3.2021, 1.9934, 1.6508], [3.2535, 3.6415, 2.2080], [3.5370, 4.0368, -0.4888], [4.4574, 2.5513, -0.2924], [6.0133, 4.2998, 0.0378], [4.8853, 5.3551, 0.8212], [1.8124, 1.9293, -0.7523], [-0.4683, 0.2020, -1.2297], [-1.6167, 1.9143, -3.5823], [-3.3362, 5.7758, 3.5323], [-5.7478, 5.2127, 3.4295], [-6.6328, 4.0511, 1.4446], [-5.1625, 3.4129, -0.4296], [0.9332, -5.1883, -2.0312], [0.2033, -3.9981, -1.7885], [0.8266, -2.8422, -2.3310], [0.2099, -2.4361, -3.6544], [0.4271, -3.4189, -4.6561], [-0.6912, -4.2711, -4.8521], [0.2660, -6.0316, -1.8558], [1.2996, -5.2412, -3.0587], [1.7788, -5.2601, -1.3384], [1.9044, -2.9986, -2.4382], [0.6741, -2.0317, -1.6125], [0.6916, -1.5164, -3.9975], [-0.8586, -2.2286, -3.5402], [-1.4473, -3.7558, -5.4552], [-1.1360, -4.5883, -3.9068], [-0.3534, -5.1548, -5.3913], [2.4529, 2.6976, 9.7947], [2.8731, 3.1252, 8.5125], [2.3430, 2.3293, 7.4592], [1.1444, 2.9829, 6.8052], [0.0457, 3.0953, 7.7084], [-0.0649, 4.3843, 8.2822], [2.6476, 3.5067, 10.4984], [1.3864, 2.4629, 9.8194], [3.0265, 1.8173, 10.1061], [2.0895, 1.3284, 7.8234], [3.1320, 2.2260, 6.7090], [0.8123, 2.3549, 5.9748], [1.4096, 3.9586, 6.3951], [-0.5227, 5.0754, 7.5646], [0.9048, 4.7780, 8.5942], [-0.7097, 4.3085, 9.1575], [-0.0043, -8.5110, -5.5456], [-0.9673, -7.6498, -6.1305], [-0.9388, -7.6746, -7.5509], [-2.0255, -8.5635, -8.1214], [-1.8318, -9.9262, -7.7741], [-2.6285, -10.3382, -6.6757], [-0.2794, -8.6608, -4.5019], [0.0296, -9.4834, -6.0409], [0.9877, -8.0478, -5.5833], [0.0462, -7.9853, -7.9118], [-1.1140, -6.6492, -7.8915], [-1.9885, -8.5041, -9.2135], [-3.0146, -8.2206, -7.8019], [-3.6559, -10.5213, -7.0080], [-2.6337, -9.5972, -5.8738], [-2.2124, -11.2681, -6.2904]],
  "forces_ev_per_angstrom": [[0.399, -0.082, -0.126], [-0.005, -0.817, 0.924], [0.313, 1.291, 0.889], [0.533, -0.448, 0.242], [0.714, 0.750, -0.016], [-0.846, 0.127, 0.277], [0.278, -0.275, -1.096], [-0.141, 0.171, -0.105], [0.429, -0.601, -0.158], [-0.736, -0.118, -1.338], [-0.102, -0.433, -0.606], [-0.782, 0.349, 0.555], [0.029, 0.367, 0.416], [-0.075, 0.037, 0.122], [-1.174, 0.354, -0.035], [-0.457, 0.610, 0.128], [0.267, -0.681, -0.265], [1.855, 0.234, 0.082], [-0.202, 0.116, 0.178], [0.438, 0.560, 0.770], [-1.465, -0.245, 0.293], [-0.205, -0.106, -0.724], [0.751, -0.413, -0.309], [-0.875, 0.263, -0.364], [0.499, -0.308, 0.693], [0.131, 0.265, -0.536], [-0.392, 0.009, -0.195], [-0.230, 0.068, -0.037], [-0.105, -0.311, 0.034], [0.290, -0.098, -0.106], [0.121, 0.070, 0.177], [0.007, 0.014, 0.199], [-0.029, -0.156, 0.637], [0.027, 0.064, 0.089], [0.544, -0.265, 0.022], [0.341, -0.117, -0.365], [-0.144, 0.013, -0.035], [-0.233, -0.193, -0.211], [0.115, -0.087, -0.156], [0.135, 0.017, 0.028], [-0.022, -0.030, 0.104], [0.095, -0.046, -0.167], [-0.330, 0.044, 0.188], [0.350, 0.036, -0.248], [-0.130, -0.107, 0.192], [0.067, 0.048, -0.163], [-0.024, 0.045, 0.047], [-0.003, 0.036, 0.000], [0.049, -0.036, -0.056], [-0.007, -0.016, -0.066], [0.063, 0.029, -0.020], [-0.033, 0.036, 0.062], [-0.004, -0.046, 0.068], [-0.080, -0.059, 0.043], [0.012, 0.021, 0.016], [0.002, 0.024, -0.020], [0.117, 0.026, 0.005], [-0.208, -0.063, 0.078], [0.237, 0.233, -0.134], [-0.259, -0.236, 0.105], [0.152, 0.071, 0.130], [-0.095, -0.066, -0.080], [0.055, 0.003, -0.037], [0.003, -0.013, -0.029], [-0.070, -0.037, 0.048], [-0.059, 0.021, 0.028], [-0.032, -0.016, -0.031], [0.051, 0.041, -0.044], [0.063, -0.023, 0.006], [0.043, 0.090, 0.050], [0.012, -0.004, -0.020], [-0.040, -0.029, -0.039], [0.027, 0.099, 0.108], [0.061, -0.209, -0.073], [-0.241, 0.264, 0.133], [0.191, -0.209, -0.219], [-0.009, 0.118, 0.199], [-0.031, -0.068, -0.104], [-0.021, 0.066, -0.009], [-0.013, 0.019, -0.031], [0.039, -0.072, -0.015], [-0.022, -0.066, -0.008], [0.025, -0.008, -0.043], [-0.009, 0.046, 0.004], [0.031, 0.034, 0.067], [-0.033, 0.012, 0.088], [0.009, 0.021, -0.015], [0.007, -0.015, -0.067]]
}

[2]
{
  "formula": "C29H45CeCl2N2P",
  "method": "ωB97M-V/def2-TZVPD",
  "e_lumo_ev": [-0.001, -0.002],
  "homo_lumo_gap_ev": [5.79, 5.80],
  "spin_multiplicity": 1,
  "energy_ha": -2978.4271,
  "e_homo_ev": [-5.8, -5.8],
  "charge": 0,
  "symbols": ["P", "C", "C", "C", "C", "C", "C", "C", "C", "C", "C", "C", "C", "C", "C", "C", "C", "C", "C", "H", "H", "H", "H", "H", "H", "H", "H", "H", "H", "H", "H", "H", "H", "H", "H", "H", "H", "H", "H", "H", "H", "H", "H", "H", "H", "H", "H", "H", "H", "H", "H", "H", "Ce", "Cl", "Cl", "C", "H", "C", "C", "C", "C", "C", "C", "H", "H", "H", "H", "H", "C", "N", "C", "C", "N", "C", "H", "H", "H", "H", "H", "H"],
  "positions_angstrom": [[-0.3159, 0.6174, -0.7574], [-1.9512, 0.1673, -1.4357], [-2.4106, 1.0247, -2.6082], [-3.8549, 0.6519, -2.9811], [-4.0001, -0.8438, -3.2805], [-3.4900, -1.6942, -2.1142], [-2.0408, -1.3250, -1.7618], [1.0977, 0.0279, -1.7294], [0.9966, 0.4466, -3.1852], [2.3082, 0.1049, -3.9163], [2.6553, -1.3803, -3.7768], [2.7126, -1.8020, -2.3041], [1.4023, -1.4688, -1.5805], [-0.2200, 2.4660, -0.7784], [-1.3655, 3.0993, 0.0214], [-1.3572, 4.6268, -0.1416], [-0.0021, 5.2234, 0.2545], [1.1422, 4.5653, -0.5220], [1.1374, 3.0387, -0.3500], [-2.6360, 0.3557, -0.5803], [-1.7521, 0.8606, -3.4748], [-2.3644, 2.0951, -2.3685], [-4.1795, 1.2485, -3.8408], [-4.5110, 0.9158, -2.1393], [-5.0455, -1.0853, -3.4999], [-3.4209, -1.0876, -4.1815], [-4.1209, -1.5257, -1.2300], [-3.5506, -2.7603, -2.3594], [-1.6825, -1.9373, -0.9226], [-1.3942, -1.5448, -2.6249], [1.9443, 0.5532, -1.2532], [3.1186, 0.7086, -3.4853], [0.7845, 1.5216, -3.2812], [0.1659, -0.0902, -3.6692], [2.2266, 0.3836, -4.9728], [3.6090, -1.5934, -4.2714], [1.8898, -1.9776, -4.2909], [2.9219, -2.8752, -2.2166], [3.5348, -1.2705, -1.8019], [1.4844, -1.7293, -0.5175], [0.5855, -2.0738, -1.9979], [-0.3618, 2.6772, -1.8468], [-2.3391, 2.6855, -0.2791], [-1.2523, 2.8436, 1.0902], [-1.5705, 4.8751, -1.1901], [-2.1611, 5.0637, 0.4609], [0.1610, 5.0635, 1.3287], [-0.0008, 6.3050, 0.0902], [2.1074, 4.9669, -0.1974], [1.0377, 4.7998, -1.5900], [1.9535, 2.5999, -0.9397], [1.3431, 2.7747, 0.7016], [-0.1661, 0.0918, 1.8137], [2.3206, 0.1974, 1.4493], [-2.6481, 0.2971, 1.9047], [-0.5419, -1.9728, 1.3552], [-1.6099, -2.0783, 1.1783], [0.2583, -3.1092, 1.4132], [1.6842, -3.1250, 1.4652], [2.3469, -4.3378, 1.4705], [1.6314, -5.5389, 1.4432], [0.2291, -5.5129, 1.3996], [-0.4487, -4.3186, 1.3818], [2.2271, -2.1753, 1.4825], [3.4340, -4.3490, 1.5017], [-0.3323, -6.4443, 1.3778], [-1.5307, -4.2681, 1.3427], [2.1580, -6.4895, 1.4542], [1.0470, 1.3433, 7.2596], [0.9623, 0.5437, 6.0336], [1.4066, -0.7787, 5.8968], [1.1538, -1.1615, 4.6422], [0.5340, -0.0970, 3.9809], [0.4573, 0.9130, 4.8533], [0.4829, 0.8525, 8.0639], [2.0964, 1.4434, 7.5676], [0.6263, 2.3345, 7.0755], [1.8632, -1.3380, 6.7000], [1.3543, -2.1057, 4.1563], [0.0349, 1.8916, 4.6352]],
  "forces_ev_per_angstrom": [[0.077, -0.087, -0.320], [-0.264, 0.329, 0.009], [-0.379, -0.078, -0.430], [0.058, 0.057, -0.039], [0.025, 0.037, 0.057], [0.170, 0.090, -0.011], [-0.168, -0.261, -0.149], [0.088, 0.180, -0.322], [0.507, -0.098, -0.623], [-0.176, 0.048, -0.052], [0.003, 0.007, 0.085], [-0.103, 0.064, -0.028], [0.049, -0.106, 0.127], [-0.108, -0.247, -0.884], [-0.027, 0.082, -0.082], [0.042, -0.113, 0.114], [-0.018, -0.127, -0.059], [-0.043, -0.123, 0.080], [-0.015, 0.052, -0.037], [0.362, -0.079, -0.489], [-0.170, 0.052, 0.143], [-0.008, -0.214, -0.056], [-0.011, -0.070, 0.080], [0.063, -0.025, -0.100], [0.091, 0.036, 0.005], [-0.045, 0.016, 0.064], [0.066, -0.036, -0.108], [-0.016, 0.120, 0.031], [-0.037, 0.247, -0.239], [-0.134, 0.005, 0.101], [-0.210, -0.092, -0.178], [-0.068, -0.048, -0.041], [0.052, -0.204, 0.002], [0.173, 0.083, 0.094], [0.053, -0.036, 0.082], [-0.090, 0.026, 0.026], [0.061, 0.048, 0.038], [-0.033, 0.168, -0.008], [-0.086, -0.080, -0.069], [-0.101, 0.082, -0.407], [0.159, 0.102, 0.086], [-0.014, 0.556, 0.085], [0.260, 0.109, 0.125], [-0.047, 0.121, -0.173], [0.015, -0.046, 0.098], [0.088, -0.015, -0.074], [-0.025, 0.022, -0.056], [-0.001, -0.069, 0.022], [-0.085, -0.003, -0.034], [0.022, -0.014, 0.099], [-0.185, 0.087, 0.161], [-0.018, 0.107, -0.236], [-0.977, -1.797, 0.327], [1.652, 0.528, -0.280], [-1.783, 0.699, 0.399], [0.078, 3.690, 0.171], [-0.009, -0.344, 0.171], [0.696, -1.260, -0.188], [-0.758, 0.014, 0.077], [-0.085, -0.326, 0.103], [-0.123, -0.002, -0.019], [0.444, -0.562, 0.029], [0.569, -0.470, 0.026], [-0.154, -0.581, -0.003], [-0.120, -0.064, -0.014], [0.148, 0.036, -0.004], [0.054, -0.152, 0.000], [-0.073, 0.133, -0.010], [0.091, -0.214, -0.024], [0.389, -0.437, 0.561], [0.141, 0.597, 1.054], [-0.704, 0.680, -0.957], [0.832, 0.095, 2.828], [0.038, -1.044, -0.538], [0.135, 0.165, -0.266], [-0.321, 0.004, -0.125], [0.075, -0.198, 0.000], [-0.076, 0.281, 0.048], [-0.078, 0.122, -0.075], [0.122, -0.258, 0.200]]
}

Looking at maximum force for the records above, in order, we have 1.9; 3.7 eV/A.